C49H83BF3NO23S5 | ωB97M-V/def2-TZVPD

Last columns: bonded neighbours and bond lengths (Å).
Element x y z (Å)
1 C 1.3778 -0.0831 2.2455  C2 1.653, H11 1.090, H12 1.090, H13 1.090
2 C 1.1935 -1.4774 1.3761  C1 1.653, N3 1.594, H14 1.090, H15 1.090
3 N -0.2560 -1.6470 0.7358  C2 1.594, C4 1.571, C5 1.584, C7 1.529
4 C -0.3150 -2.8989 -0.2113  N3 1.571, H16 1.090, H17 1.090, H18 1.090
5 C -1.3005 -1.8769 1.9037  N3 1.584, C6 1.529, H19 1.090, H20 1.090
6 C -0.9895 -2.9115 2.9853  C5 1.529, H21 1.090, H22 1.090, H23 1.090
7 C -0.7061 -0.4331 -0.0775  N3 1.529, C8 1.581, H24 1.090, H25 1.090
8 C 0.3782 0.0428 -1.1246  C7 1.581, O9 1.369, H26 1.090, H27 1.090
9 O 0.7636 -0.9065 -2.0326  C8 1.369, C10 1.369
10 C 0.0105 -1.0365 -3.1682  O9 1.369, H28 1.090, H29 1.090, H30 1.090
11 H 1.2645 0.7321 1.5308  C1 1.090
12 H 2.4352 0.0984 2.4382  C1 1.090
13 H 0.9308 -0.0021 3.2363  C1 1.090
14 H 1.2867 -2.3996 1.9495  C2 1.090
15 H 1.7931 -1.5128 0.4665  C2 1.090
16 H -0.0677 -3.7620 0.4068  C4 1.090
17 H 0.4562 -2.8877 -0.9815  C4 1.090
18 H -1.2944 -3.0397 -0.6686  C4 1.090
19 H -2.2461 -1.9940 1.3743  C5 1.090
20 H -1.3201 -0.8500 2.2686  C5 1.090
21 H -0.1207 -2.5140 3.5101  C6 1.090
22 H -0.8354 -3.9391 2.6563  C6 1.090
23 H -1.8806 -2.9238 3.6129  C6 1.090
24 H -0.8777 0.3448 0.6665  C7 1.090
25 H -1.5573 -0.8392 -0.6239  C7 1.090
26 H 1.2476 0.4174 -0.5842  C8 1.090
27 H -0.0355 0.8575 -1.7190  C8 1.090
28 H -0.3213 -0.0724 -3.5536  C10 1.090
29 H -0.8918 -1.6205 -2.9866  C10 1.090
30 H 0.5620 -1.5083 -3.9815  C10 1.090
31 O 16.0639 3.6388 -2.2297  C32 1.219
32 C 14.9221 3.9328 -1.9214  O31 1.219, O33 1.360, C36 1.552
33 O 14.0572 3.5293 -0.9529  C32 1.360, B34 1.479
34 B 12.7381 4.1510 -1.2016  O33 1.479, O35 1.471, O38 1.521, O42 1.479
35 O 12.8748 5.0520 -2.3564  B34 1.471, C36 1.333
36 C 14.1277 4.9368 -2.7980  C32 1.552, O35 1.333, O37 1.262
37 O 14.6255 5.5711 -3.7682  C36 1.262
38 O 12.1067 4.8443 -0.0035  B34 1.521, C39 1.368
39 C 10.8510 4.3422 0.2019  O38 1.368, O40 1.258, C41 1.528
40 O 10.0990 4.5073 1.1961  C39 1.258
41 C 10.6209 3.2881 -0.8806  C39 1.528, O42 1.294, O43 1.236
42 O 11.7474 3.0912 -1.4868  B34 1.479, C41 1.294
43 O 9.5431 2.7337 -1.1211  C41 1.236
44 F 4.0387 2.5635 10.0979  C45 1.413
45 C 3.3434 2.3834 11.3149  F44 1.413, C46 1.377, C50 1.424
46 C 2.1916 3.0712 11.6261  C45 1.377, C47 1.424, H51 1.080
47 C 1.4430 2.8017 12.8067  C46 1.424, C48 1.384, H52 1.080
48 C 1.9458 1.8949 13.7237  C47 1.384, C49 1.390, H53 1.080
49 C 3.1263 1.2460 13.3798  C48 1.390, C50 1.336, H54 1.080
50 C 3.8029 1.4008 12.2382  C45 1.424, C49 1.336, H55 1.080
51 H 1.8390 3.7895 10.9008  C46 1.080
52 H 0.5140 3.3307 12.9601  C47 1.080
53 H 1.5577 1.6387 14.6985  C48 1.080
54 H 3.4816 0.5135 14.0895  C49 1.080
55 H 4.6517 0.7576 12.0590  C50 1.080
56 F -2.7822 -7.1245 -7.5917  C57 1.367
57 C -2.2457 -8.1545 -6.8698  F56 1.367, C58 1.374, C62 1.384
58 C -0.9862 -7.9132 -6.3765  C57 1.374, C59 1.374, H63 1.080
59 C -0.3005 -8.8577 -5.6511  C58 1.374, C60 1.421, H64 1.080
60 C -0.9549 -10.1041 -5.4570  C59 1.421, C61 1.441, H65 1.080
61 C -2.2677 -10.4201 -5.9606  C60 1.441, C62 1.439, H66 1.080
62 C -2.9167 -9.3483 -6.6683  C57 1.384, C61 1.439, H67 1.080
63 H -0.6060 -6.9087 -6.4891  C58 1.080
64 H 0.6519 -8.5965 -5.2139  C59 1.080
65 H -0.4375 -10.8261 -4.8426  C60 1.080
66 H -2.5521 -11.4457 -5.7768  C61 1.080
67 H -3.8483 -9.5507 -7.1758  C62 1.080
68 F 3.0915 5.2378 -7.1410  C69 1.374
69 C 3.8624 4.1925 -7.5903  F68 1.374, C70 1.419, C74 1.350
70 C 5.1827 3.9714 -7.1182  C69 1.419, C71 1.432, H75 1.080
71 C 5.9679 2.9310 -7.7107  C70 1.432, C72 1.408, H76 1.080
72 C 5.2966 2.1441 -8.6667  C71 1.408, C73 1.406, H77 1.080
73 C 3.9940 2.3993 -9.1314  C72 1.406, C74 1.366, H78 1.080
74 C 3.3353 3.4740 -8.6043  C69 1.350, C73 1.366, H79 1.080
75 H 5.7063 4.5602 -6.3795  C70 1.080
76 H 6.9979 2.6711 -7.5159  C71 1.080
77 H 5.8812 1.3640 -9.1315  C72 1.080
78 H 3.4439 1.8031 -9.8444  C73 1.080
79 H 2.3810 3.7273 -9.0420  C74 1.080
80 C -6.7571 5.7172 -1.9273  S81 1.888, H84 1.090, H85 1.090, H86 1.090
81 S -6.4688 4.2686 -0.7514  C80 1.888, O82 1.546, C83 1.844
82 O -5.3178 4.8496 0.1022  S81 1.546
83 C -7.9723 4.5634 0.2744  S81 1.844, H87 1.090, H88 1.090, H89 1.090
84 H -6.8216 6.6586 -1.3816  C80 1.090
85 H -7.6549 5.5366 -2.5185  C80 1.090
86 H -5.7999 5.8863 -2.4205  C80 1.090
87 H -7.9431 3.9175 1.1519  C83 1.090
88 H -8.8744 4.2809 -0.2684  C83 1.090
89 H -8.1739 5.5883 0.5859  C83 1.090
90 C 2.1102 -10.3607 1.8188  S91 1.852, H94 1.090, H95 1.090, H96 1.090
91 S 3.1455 -9.7802 3.2403  C90 1.852, O92 1.528, C93 1.868
92 O 2.6717 -8.3371 3.4096  S91 1.528
93 C 2.1387 -10.7081 4.5109  S91 1.868, H97 1.090, H98 1.090, H99 1.090
94 H 1.0514 -10.1060 1.8651  C90 1.090
95 H 2.1635 -11.4379 1.6608  C90 1.090
96 H 2.4080 -9.9657 0.8475  C90 1.090
97 H 2.6801 -10.4145 5.4103  C93 1.090
98 H 2.2426 -11.7904 4.4342  C93 1.090
99 H 1.0859 -10.4775 4.6737  C93 1.090
100 C -9.8456 -1.4345 -4.5541  S101 1.822, H104 1.090, H105 1.090, H106 1.090
101 S -8.2007 -1.8498 -5.2185  C100 1.822, O102 1.494, C103 1.891
102 O -7.2526 -0.7439 -4.8860  S101 1.494
103 C -7.8190 -3.3114 -4.0816  S101 1.891, H107 1.090, H108 1.090, H109 1.090
104 H -10.2896 -0.6928 -5.2181  C100 1.090
105 H -9.7644 -1.0015 -3.5572  C100 1.090
106 H -10.4196 -2.3611 -4.5682  C100 1.090
107 H -8.2577 -4.2025 -4.5307  C103 1.090
108 H -8.1988 -3.2364 -3.0626  C103 1.090
109 H -6.7292 -3.2984 -4.0898  C103 1.090
110 C 2.4642 8.1521 3.0062  S111 1.856, H114 1.090, H115 1.090, H116 1.090
111 S 2.5113 9.1778 4.5523  C110 1.856, O112 1.560, C113 1.907
112 O 1.0120 9.3091 4.9644  S111 1.560
113 C 3.4829 7.9323 5.6209  S111 1.907, H117 1.090, H118 1.090, H119 1.090
114 H 3.4684 7.7873 2.7905  C110 1.090
115 H 2.1479 8.7035 2.1208  C110 1.090
116 H 1.7966 7.2923 3.0628  C110 1.090
117 H 2.9014 7.0267 5.7937  C113 1.090
118 H 3.7955 8.4590 6.5225  C113 1.090
119 H 4.4259 7.5772 5.2052  C113 1.090
120 C 8.2821 -3.9971 -0.1166  S121 1.873, H124 1.090, H125 1.090, H126 1.090
121 S 7.4036 -4.6749 -1.6257  C120 1.873, O122 1.516, C123 1.876
122 O 5.9346 -4.9276 -1.3503  S121 1.516
123 C 7.7091 -3.3247 -2.8925  S121 1.876, H127 1.090, H128 1.090, H129 1.090
124 H 7.6077 -3.2407 0.2846  C120 1.090
125 H 9.2366 -3.5425 -0.3820  C120 1.090
126 H 8.6176 -4.8423 0.4845  C120 1.090
127 H 7.6808 -3.7677 -3.8880  C123 1.090
128 H 8.7014 -2.9641 -2.6217  C123 1.090
129 H 6.8701 -2.6547 -2.7049  C123 1.090
130 C -4.3833 5.0903 7.6351  O131 1.462, H136 1.090, H137 1.090, H138 1.090
131 O -4.5310 4.1269 8.7246  C130 1.462, C132 1.354
132 C -3.9268 2.9153 8.7163  O131 1.354, O133 1.267, O134 1.358
133 O -3.1183 2.5051 7.8316  C132 1.267
134 O -4.4754 2.1948 9.7285  C132 1.358, C135 1.468
135 C -3.9789 0.8299 9.9441  O134 1.468, H139 1.090, H140 1.090, H141 1.090
136 H -4.8259 4.6023 6.7668  C130 1.090
137 H -3.3705 5.3938 7.3699  C130 1.090
138 H -4.9442 5.9551 7.9895  C130 1.090
139 H -4.6484 0.0733 9.5349  C135 1.090
140 H -3.8181 0.5523 10.9858  C135 1.090
141 H -3.1064 0.6813 9.3080  C135 1.090
142 C -2.7973 6.2351 -14.3944  O143 1.452, H148 1.090, H149 1.090, H150 1.090
143 O -3.0999 6.3031 -12.9763  C142 1.452, C144 1.381
144 C -3.3330 5.1063 -12.3288  O143 1.381, O145 1.208, O146 1.352
145 O -3.2973 3.9699 -12.7376  C144 1.208
146 O -3.5986 5.4548 -11.0500  C144 1.352, C147 1.461
147 C -4.1496 4.3733 -10.2377  O146 1.461, H151 1.090, H152 1.090, H153 1.090
148 H -3.5618 6.0225 -15.1417  C142 1.090
149 H -2.0740 5.4386 -14.5691  C142 1.090
150 H -2.1923 7.1161 -14.6089  C142 1.090
151 H -4.2391 4.5518 -9.1661  C147 1.090
152 H -3.5476 3.4661 -10.2904  C147 1.090
153 H -5.1351 4.1082 -10.6206  C147 1.090
154 C -9.6592 -0.5948 5.7215  O155 1.433, H160 1.090, H161 1.090, H162 1.090
155 O -9.3783 -1.9855 5.9251  C154 1.433, C156 1.254
156 C -9.4044 -2.8349 5.0028  O155 1.254, O157 1.258, O158 1.323
157 O -9.9643 -2.7227 3.8817  C156 1.258
158 O -8.8273 -3.9087 5.5178  C156 1.323, C159 1.412
159 C -8.3537 -5.0038 4.7628  O158 1.412, H163 1.090, H164 1.090, H165 1.090
160 H -8.7420 -0.0124 5.8088  C154 1.090
161 H -10.3143 -0.2982 6.5406  C154 1.090
162 H -10.1963 -0.4008 4.7930  C154 1.090
163 H -9.2877 -5.4494 4.4206  C159 1.090
164 H -7.9106 -5.7874 5.3773  C159 1.090
165 H -7.8874 -4.8971 3.7834  C159 1.090

Calculated total energy ... -163737.561 eV
2S+1 ... 1
Orbital gap ... 7.15 eV
Total charge ... 0